# 1
The following is a DFT calculation (ωB97M-V/def2-TZVPD) of a 2-piece molecular cluster, C5H13N5 overall.

Geometry as XYZ:
```
23
Properties=species:S:1:pos:R:3:forces:R:3:mulliken_charge:R:1
C 0.111 -0.724 -1.106 -1.105 -0.680 2.545 -0.17
C 1.499 0.808 -0.247 1.273 1.317 1.886 -0.18
C -0.587 -0.734 0.325 -0.379 1.976 -1.172 0.07
C -0.780 0.785 0.627 2.072 -1.249 0.093 -0.55
C -1.893 -1.514 0.464 2.126 -1.900 -2.405 -1.58
N 1.090 0.091 -1.248 -1.843 -1.605 -1.863 -0.23
N 0.554 1.458 0.455 0.246 0.879 1.230 -0.16
N 3.547 -0.781 0.478 0.842 0.665 -1.345 0.01
N -1.727 1.336 -0.343 -1.492 -1.823 -2.114 -0.18
N 4.609 -0.374 -0.022 0.175 0.647 -0.457 -0.07
H -0.373 -1.419 -1.785 0.701 0.307 -0.871 0.43
H 0.156 -1.045 1.028 0.356 -0.519 0.670 0.45
H -1.116 0.965 1.637 -0.231 0.057 0.131 0.51
H -2.699 -1.298 -0.273 0.784 -0.446 0.224 0.47
H -2.303 -1.539 1.404 -0.923 0.674 2.469 0.45
H -1.465 -2.564 0.422 -1.291 0.718 -0.716 0.37
H 3.495 -0.713 1.485 0.601 0.031 0.872 0.29
H -2.711 0.951 -0.461 1.173 0.318 1.048 0.35
H -1.358 1.219 -1.292 0.338 0.018 -0.034 0.41
H -1.754 2.289 -0.210 -0.610 3.112 0.358 0.35
H 0.958 2.078 1.223 -1.281 -1.231 -1.255 0.31
H 5.510 0.060 0.349 -1.520 -0.645 0.675 0.32
H 4.588 -0.282 -1.045 -0.011 -0.621 0.032 0.33
```
Positions in Å, forces in eV/Å.

Its HOMO energy (alpha / beta) is -15.9 / -15.9 eV. The value obtained for the HOMO-LUMO gap (alpha / beta) is 7.01 / 7.01 eV. The net charge is +2. The value obtained for the relative energy (zero: lowest compared OMol25 entry of this formula, charge and spin) is 453.26 kJ/mol. As for the spin multiplicity: 1.


# 2
The following is a DFT calculation (ωB97M-V/def2-TZVPD) of C3H4N2OS in the gas phase.

Geometry as XYZ:
```
11
Properties=species:S:1:pos:R:3:forces:R:3:mulliken_charge:R:1
C 2.092 0.442 0.922 0.716 0.140 -0.450 -0.75
C -1.195 -0.526 0.073 -0.684 -0.304 0.175 0.73
C -1.299 0.944 -0.090 -0.292 1.455 -0.083 0.09
H 1.415 1.149 1.378 -0.087 0.223 0.070 0.28
H 3.045 0.945 0.638 -0.665 -0.251 0.251 0.29
H 2.319 -0.370 1.604 0.026 -0.115 0.030 0.28
H 0.121 -2.020 0.037 0.056 -0.248 0.019 0.26
N 0.058 -1.027 -0.105 0.012 0.120 -0.027 -0.27
N -1.477 2.088 -0.155 0.271 -1.518 0.082 -0.35
O -2.170 -1.188 0.367 0.767 0.491 -0.216 -0.54
S 1.425 -0.174 -0.638 -0.121 0.006 0.148 -0.02
```
Positions in Å, forces in eV/Å.

Its HOMO energy is -10.0 eV. Its SMILES is CSNC(=O)C#N. The value obtained for the HOMO-LUMO gap is 10.18 eV. The net charge is 0. The value obtained for the relative energy (zero: lowest compared OMol25 entry of this formula, charge and spin) is 97.93 kJ/mol. As for the spin multiplicity: 1.


# 3
The following is a DFT calculation (ωB97M-V/def2-TZVPD) of C12H18N2S in the gas phase.

Geometry as XYZ:
```
33
Properties=species:S:1:pos:R:3:forces:R:3:mulliken_charge:R:1
N -2.023 -1.847 1.834 0.949 1.247 -0.626 -0.51
S -3.497 -2.878 0.043 -0.533 -1.235 0.891 -0.22
C -2.795 -2.852 1.696 -0.089 -0.400 -0.234 0.57
C -2.630 -1.483 -0.364 -0.609 -1.198 0.753 -0.69
C -1.885 -1.082 0.649 0.792 0.094 2.014 0.18
C -0.900 -0.005 0.532 2.056 0.257 3.576 1.30
C 0.135 -0.026 1.494 -0.292 0.690 -1.398 -0.92
N 0.291 1.701 -0.714 0.374 0.197 -0.466 0.08
C -3.032 -3.770 2.931 -0.278 4.297 -0.895 -1.05
C -1.027 1.068 -0.563 2.330 -3.014 -1.024 -1.08
C 3.099 1.173 -3.271 0.067 -0.036 1.345 -1.37
C 1.268 1.090 1.582 -0.775 -3.418 -0.269 -0.38
C 0.845 2.082 0.579 -0.367 2.698 0.098 -0.92
C 1.274 0.920 -1.480 -0.011 -1.878 0.282 -0.34
C 2.515 1.721 -1.919 0.454 -0.058 0.257 -0.35
H -2.461 -1.131 -1.312 -0.342 0.574 -2.181 0.45
H 0.259 -0.861 2.220 -0.609 0.624 -0.792 0.33
H -2.174 -3.674 3.566 0.482 0.201 0.199 0.30
H -3.172 -4.746 2.712 -0.861 -3.063 -0.788 0.41
H -3.876 -3.272 3.429 0.051 -0.722 0.134 0.27
H -1.808 1.788 -0.471 -0.632 0.439 0.385 0.24
H -1.193 0.436 -1.517 0.027 1.357 1.141 0.25
H 3.934 1.798 -3.577 0.143 -0.164 -0.133 0.38
H 2.367 1.156 -4.048 -0.737 0.494 -0.543 0.40
H 3.396 0.112 -3.233 0.254 0.435 0.471 0.33
H 1.138 1.629 2.550 0.860 -0.865 -0.401 0.35
H 2.312 0.602 1.373 -1.798 0.947 0.798 0.26
H 1.699 2.777 0.467 -0.631 0.115 -0.386 0.28
H 0.038 2.595 1.156 0.389 0.294 -0.954 0.44
H 0.779 0.461 -2.410 0.529 0.736 1.351 0.30
H 1.628 0.043 -0.811 -0.462 0.852 -1.227 0.18
H 3.331 1.703 -1.105 -1.205 0.035 -1.208 0.22
H 2.165 2.772 -2.018 0.472 -0.533 -0.169 0.31
```
Positions in Å, forces in eV/Å.

Its HOMO energy is -8.1 eV. Its SMILES is CCCN1CCC=C(c2csc(C)n2)C1. The value obtained for the HOMO-LUMO gap is 8.87 eV. The net charge is 0. The value obtained for the relative energy (zero: lowest compared OMol25 entry of this formula, charge and spin) is 178.17 kJ/mol. As for the spin multiplicity: 1.


# 4
The following is a DFT calculation (ωB97M-V/def2-TZVPD) of C2H4N2S in the gas phase.

Geometry as XYZ:
```
9
Properties=species:S:1:pos:R:3:forces:R:3:mulliken_spin:R:1
C -1.611 -1.034 0.014 0.769 -1.073 0.021 0.24
C 1.259 1.088 0.032 0.421 0.685 0.368 0.06
N -0.845 -0.052 -0.217 -1.704 3.177 -0.510 0.05
N 0.403 0.088 -0.462 -2.035 -1.966 -0.688 0.54
S 2.041 -0.531 0.145 2.843 -0.864 0.845 1.09
H -2.667 -0.851 -0.054 -0.305 0.118 0.234 0.02
H -1.271 -2.030 0.280 0.197 -0.237 -0.177 0.02
H 1.689 1.749 -0.712 -0.087 0.166 -0.048 -0.01
H 1.002 1.573 0.973 -0.099 -0.006 -0.044 -0.02
```
Positions in Å, forces in eV/Å.

Its HOMO energy (alpha / beta) is -5.8 / -8.9 eV. The value obtained for the HOMO-LUMO gap (alpha / beta) is 6.82 / 6.64 eV. The net charge is 0. The value obtained for the relative energy (zero: lowest compared OMol25 entry of this formula, charge and spin) is 308.14 kJ/mol. As for the spin multiplicity: 3.


# 5
The following is a DFT calculation (ωB97M-V/def2-TZVPD) of C20H27F9N2S2 as an isolated structure.

Geometry as XYZ:
```
60
Properties=species:S:1:pos:R:3:forces:R:3:mulliken_charge:R:1
C 5.194 -1.588 1.342 -0.342 0.279 -0.038 -1.09
C 3.609 -1.375 1.235 0.793 -0.364 -0.534 -0.39
C 3.101 -1.485 -0.277 -0.249 0.255 0.740 -0.76
C 2.343 -0.165 -0.730 1.297 -0.121 -0.740 -0.02
C 3.369 0.843 -1.443 -0.909 -0.454 -0.231 -0.89
C 2.617 1.904 -2.371 1.054 -0.097 0.739 -0.85
C 1.470 2.693 -1.617 0.160 0.828 -0.479 -0.41
C 0.076 2.713 -2.394 0.427 -0.727 -0.090 -1.03
C -0.996 1.711 -1.795 0.115 0.024 0.204 0.35
C -2.160 2.443 -0.951 1.201 -0.981 0.537 -1.55
C -1.811 2.172 0.568 0.189 1.031 1.187 0.92
C -0.962 3.129 1.251 -1.221 -1.941 0.291 -0.53
C -0.570 2.914 2.690 -0.654 -0.650 -0.849 0.54
N 0.221 3.734 3.482 -1.919 -3.440 0.256 -0.70
S 0.255 2.882 4.928 -0.306 -0.112 -0.726 0.18
N -0.658 1.515 4.686 0.192 2.440 -3.032 -0.65
C -1.087 1.663 3.362 0.052 0.040 0.057 0.66
C -1.980 0.697 2.655 0.188 1.355 -2.254 -1.34
C -2.361 0.942 1.259 1.593 0.072 2.689 0.94
C -3.322 -0.114 0.601 -0.130 1.193 0.074 -0.97
C -2.691 -0.866 -0.635 0.333 0.433 -0.524 -0.03
C -3.454 -2.170 -1.062 -1.212 2.236 -0.248 0.45
F -3.233 -2.516 -2.394 0.270 0.016 2.295 -0.31
F -4.824 -1.802 -1.045 1.527 -0.852 0.164 -0.33
C -3.357 -3.392 -0.073 -2.855 -1.418 -0.389 0.68
F -4.052 -4.437 -0.678 1.056 1.662 0.801 -0.27
F -4.028 -3.192 1.124 1.327 0.539 -1.992 -0.22
S -1.645 -4.030 0.347 1.623 -3.289 1.804 1.29
F -1.943 -5.427 -0.489 0.897 1.925 0.602 -0.32
F -2.296 -4.801 1.667 0.859 0.861 -1.469 -0.34
F -1.309 -2.772 1.335 -0.470 -0.690 -1.608 -0.27
F -0.933 -3.362 -0.953 -0.981 -0.335 1.357 -0.30
F -0.191 -4.657 0.756 -1.561 0.818 -0.518 -0.30
H 5.453 -2.657 1.591 -0.246 1.142 -0.187 0.30
H 5.608 -0.893 2.127 -0.275 -0.919 -0.702 0.29
H 5.708 -1.338 0.364 -0.627 -0.202 1.088 0.29
H 3.103 -2.159 1.862 0.395 0.897 -0.487 0.30
H 3.355 -0.360 1.645 0.161 -0.969 -0.353 0.30
H 4.011 -1.679 -0.922 -1.193 0.206 0.490 0.44
H 2.399 -2.361 -0.374 0.755 0.793 0.052 0.22
H 1.890 0.334 0.167 0.068 -0.583 -0.901 0.18
H 1.572 -0.442 -1.507 0.533 0.419 0.921 0.15
H 4.025 0.196 -2.088 -0.492 0.770 0.522 0.42
H 4.035 1.350 -0.688 -0.733 -0.427 -0.676 0.25
H 3.426 2.627 -2.702 -1.045 -0.687 0.194 0.27
H 2.252 1.394 -3.303 0.133 0.360 0.928 0.37
H 1.369 2.343 -0.551 -0.085 0.250 -1.144 0.21
H 1.805 3.772 -1.554 -0.301 -1.124 0.077 0.48
H -0.297 3.771 -2.425 0.109 -1.059 -0.038 0.37
H 0.282 2.373 -3.456 -0.220 0.661 1.095 0.32
H -1.426 1.022 -2.586 0.413 1.046 0.692 0.45
H -0.434 1.030 -1.087 -0.668 0.641 -0.775 -0.34
H -3.156 2.016 -1.243 0.830 0.551 0.464 0.35
H -2.131 3.542 -1.169 -0.183 -1.002 0.264 0.60
H -0.625 4.025 0.677 -0.239 -0.831 0.747 0.30
H -2.341 -0.224 3.191 0.448 1.183 -0.598 0.27
H -4.220 0.465 0.230 0.812 -0.781 0.377 0.34
H -3.688 -0.773 1.429 0.458 0.381 -0.893 0.50
H -1.585 -1.012 -0.490 -1.187 -0.203 -0.104 0.15
H -2.782 -0.163 -1.517 0.037 -1.049 0.868 0.10
```
Positions in Å, forces in eV/Å.

Its HOMO energy is -8.9 eV. The value obtained for the HOMO-LUMO gap is 7.96 eV. The net charge is 0. As for the spin multiplicity: 1.


Result set for F_max: 3.73; 1.54; 4.40; 3.64; 4.09 eV/A, one per record in the order listed.